Record 1
DFT (the ωB97M-V functional and the def2-TZVPD basis) results for a 2-piece molecular cluster, C22H43IN3O9PS2 overall at a distorted geometry.

The HOMO-LUMO gap is 8.1 eV. The multiplicity is 1. Its HOMO energy is -0.3104 Ha. Its structure (SMILES) is CCCCC[C@@]1(P(O)O)OS(=O)(=O)O[C@]1(I)CCCCCCCSc1nnco1.COCCNCCOC. Its total charge is 0. As for the LUMO energy: -0.36 eV.

Last column: Mulliken charge in e.
Geometry (Å):
H (-1.53228, -1.49877, 2.75423)  0.28
H (4.90164, 8.00100, 0.37303)  0.34
C (-0.21720, 0.64667, -1.66250)  -0.42
C (1.88920, -3.75578, -0.72698)  -1.00
C (-2.10543, -4.22056, -1.59857)  -0.11
H (-2.10798, 0.77577, 3.04804)  0.28
H (-0.34189, 1.69887, -1.22450)  0.51
N (-3.00772, 1.53110, -4.58960)  -0.29
C (1.16275, 0.01384, -1.16421)  -0.35
C (-2.65508, -3.55260, 1.04028)  -1.09
C (-1.88357, 1.78237, -3.75639)  0.38
O (-1.99267, -6.66533, 1.47247)  -0.50
H (5.01693, 3.59859, 0.72583)  0.13
O (4.89978, 6.00843, -0.23051)  -0.33
H (-0.25917, -5.63740, -1.59857)  0.32
O (-5.15086, -4.12966, -3.30788)  -0.57
O (-4.79214, -6.20463, 1.22035)  -0.44
P (-3.25564, -6.17611, 0.41737)  0.51
H (-1.14046, 0.02322, -1.38993)  -0.19
H (-3.64975, -1.56340, 0.38863)  0.39
S (-4.41068, -4.91192, -2.23678)  1.16
H (2.27210, 1.65561, 2.17085)  0.39
O (-2.74837, -5.18855, -2.52096)  -0.35
C (-3.27801, 3.39219, -3.25439)  -0.01
H (-3.65404, 4.30284, -2.69954)  0.34
C (4.21000, 7.21689, 0.04847)  -0.72
H (-4.64807, -0.33413, 3.71373)  0.27
O (1.64132, 3.08699, 0.89758)  -0.39
C (-4.32313, 0.55898, 3.06996)  -1.04
C (2.05609, 3.90498, -0.18646)  -0.64
C (2.70774, 2.51573, 1.65120)  -0.27
H (6.72303, 5.33904, 0.36229)  0.40
H (-5.10889, 0.68334, 2.25443)  0.27
H (3.47809, 2.10414, 0.98998)  0.31
C (-2.59173, -1.32376, 2.33885)  -0.74
O (-1.97200, 2.91145, -2.91224)  -0.16
N (4.01158, 4.63676, 2.27982)  -0.32
H (2.12123, -4.33510, -1.68702)  0.31
H (-1.75554, -1.56482, 0.29397)  -0.67
H (2.99185, 3.56186, -0.63578)  0.30
C (1.59272, -1.34522, -1.90285)  -0.06
C (3.28386, 3.44719, 2.72967)  -1.04
C (5.21599, 4.33592, 1.50877)  -0.15
H (-2.79254, 0.69145, 1.32790)  0.15
H (0.67482, -1.89573, -2.29795)  -0.07
H (-3.43536, -3.80536, 1.84942)  0.59
H (1.98051, 0.82372, -1.26769)  0.19
O (-4.33341, -4.07194, -0.74751)  -0.32
H (0.20835, -4.44703, 0.55389)  0.25
C (-0.53324, -4.53088, -1.59354)  -1.17
H (-5.10815, -5.28697, 1.38622)  0.35
C (-2.97227, -4.41626, -0.27312)  0.46
H (5.98047, 3.92928, 2.17932)  0.41
H (-0.02382, -2.76502, -0.16650)  -0.65
H (3.38356, 5.19344, 1.71162)  0.08
H (1.05157, -0.13807, -0.02410)  0.15
H (2.44938, 3.80578, 3.34069)  0.39
C (-2.68589, -1.96392, 0.84255)  0.31
C (2.43600, -2.24530, -0.83819)  -0.75
H (2.28165, -1.07006, -2.78296)  0.49
H (2.50793, -4.25357, 0.11216)  0.33
H (-0.11952, -4.09972, -2.58111)  0.45
H (3.72196, 7.54652, -0.87054)  0.24
H (-4.30320, 1.48154, 3.73712)  0.30
H (2.38020, -1.80268, 0.21633)  0.25
H (-1.64497, -3.86939, 1.47669)  0.26
H (3.43837, 7.06317, 0.80689)  0.30
C (-2.88629, 0.25263, 2.37446)  -0.16
H (3.93313, 2.86730, 3.39485)  0.44
H (3.53428, -2.19507, -1.18691)  0.41
I (-2.26014, -2.36708, -2.74813)  0.34
H (1.27722, 3.87587, -0.95193)  0.28
N (-3.85661, 2.56823, -4.24517)  -0.32
H (-1.19597, -6.10950, 1.32382)  0.36
H (2.14532, 4.94329, 0.13839)  0.27
O (-5.25453, -6.17066, -2.15086)  -0.57
C (0.29795, -3.82954, -0.41918)  1.12
H (-3.29307, -1.88579, 3.06521)  0.31
H (5.95125, 6.39381, 1.54959)  0.40
S (-0.29346, 0.86572, -3.53301)  -0.11
C (5.76487, 5.59176, 0.82713)  -0.81

***

Record 2
DFT (the ωB97M-V functional and the def2-TZVPD basis) results for C22H43IrN2OP3 as an isolated structure at a distorted geometry.

The HOMO-LUMO gap (spin up / spin down) is 5.3 / 4.5 eV. For the energy relative to the best compared isomer or geometry (same formula, charge and spin), the calculation gives 229.3 kJ/mol. The multiplicity is 6. Its HOMO energy (spin up / spin down) is -0.6920 / -0.7309 Ha. Its total charge is +4. As for the LUMO energy (spin up / spin down): -13.56 / -15.40 eV.

Last column: Mulliken charge in e.
Geometry (Å):
H (-2.35102, 2.87787, -2.63791)  0.68
H (-2.86342, -2.82404, -0.00183)  0.64
H (2.03682, 3.14761, -1.52630)  0.53
H (4.46850, -1.74983, 2.62952)  0.43
H (0.43780, -1.17797, 2.02409)  -0.20
H (-1.24204, 3.26347, 3.41454)  0.37
H (1.77273, 0.61251, 2.81393)  0.13
H (2.80859, -0.46242, 3.64134)  0.27
N (2.40261, -0.16039, 0.45821)  0.19
N (2.34667, -0.22637, 2.78980)  -0.18
H (2.35127, -0.39838, -1.59753)  0.41
H (-1.16993, -1.34651, -2.22359)  -0.43
H (-1.89365, 0.43524, 4.94027)  0.48
C (-1.68166, 0.07212, 3.93565)  -1.11
H (-3.18059, -1.87229, 1.51726)  0.44
C (-2.61824, -0.02594, -3.85542)  -0.19
H (-2.08565, -0.93025, 3.80904)  0.38
C (4.58634, -1.93479, 0.44593)  -0.49
C (-5.32199, 4.61612, -2.40096)  -0.56
P (-1.31475, -1.13455, 0.20236)  1.06
H (-2.59989, 3.62084, 2.40732)  0.32
C (1.19858, 2.44897, -1.51673)  -0.93
H (1.60320, 1.44633, -1.56683)  -0.18
H (0.26158, -2.67256, 0.98286)  0.61
H (-3.58321, 0.48374, -4.29104)  0.34
H (-5.95987, 5.31227, -2.96696)  0.45
H (-1.03119, -2.89712, -1.23626)  0.67
H (-4.67104, 1.81278, 2.56620)  0.49
H (-2.80579, -1.11282, -3.85456)  0.40
C (-0.51608, 4.27668, -0.33005)  -1.25
C (-2.97410, -1.81380, 0.42855)  -1.31
H (-0.89709, 4.73598, 0.56833)  0.42
P (0.13703, 2.62810, -0.06320)  1.08
H (0.88204, 2.87773, 2.25812)  0.24
C (-0.68518, -1.85791, -1.35234)  -0.85
H (1.92634, 3.76560, 1.19712)  0.58
C (1.35557, 2.84714, 1.28167)  -1.42
P (-2.38748, 1.26339, 2.70224)  1.08
H (-5.30282, 2.89744, 0.54264)  0.24
H (-1.35158, 4.22553, -1.01578)  0.29
C (-3.78488, 2.70243, -0.95476)  0.84
C (-5.75502, 4.14736, -1.16400)  -0.53
H (-1.00468, 0.94350, -4.88538)  0.37
H (5.47363, -2.60104, 0.43999)  0.46
C (4.05779, -1.47262, 1.65251)  -0.88
C (-1.31483, 0.34310, -4.02929)  -0.02
H (0.42281, -1.84588, -1.29765)  0.24
C (3.95854, -1.52809, -0.75034)  -0.98
H (-4.19505, 0.71348, 1.33850)  0.12
H (-0.49581, 0.29389, -3.29043)  0.18
C (2.86078, -0.67091, -0.68156)  0.01
H (4.30737, -1.88084, -1.71733)  0.49
H (-6.70371, 4.42264, -0.71430)  0.47
C (-4.07477, 0.91448, 2.40871)  -1.15
H (0.22447, 4.95597, -0.74627)  0.54
C (-4.08296, 4.16081, -2.88356)  -0.58
C (-0.26727, -1.89310, 1.54238)  -1.10
H (-0.94343, -2.37855, 2.25927)  0.54
H (-2.87228, 3.16352, 4.07745)  0.48
H (-0.60457, -0.00136, 3.80577)  0.21
H (-0.87371, 0.79075, -0.80989)  -0.57
O (-3.41618, 1.61726, -0.36479)  -0.62
C (-4.94788, 3.33759, -0.39128)  -0.38
H (-3.70394, -1.19169, -0.14255)  0.21
C (2.94815, -0.58266, 1.60493)  1.00
Ir (-1.27420, 1.04024, 0.84845)  1.00
H (2.08622, 2.04694, 1.30604)  0.20
H (-4.43815, 0.07418, 2.99557)  0.45
H (0.61425, 2.64433, -2.41212)  0.39
C (-2.26315, 2.95711, 3.20644)  -1.23
C (-3.27659, 3.26680, -2.20868)  -0.74
H (-3.78079, 4.56610, -3.82794)  0.48

***

What is the formula in the second record?
C22H43IrN2OP3

***

What is the total charge in the first record?
0

***

Among the records above, which one has the lowest multiplicity?
C22H43IN3O9PS2